Density functional theory data (ωB97M-V with the def2-TZVPD basis set) for 10 unconnected molecules or ions with the total composition C54H123Br3N8O4.

The geometry in XYZ format:
```
192
Properties=species:S:1:pos:R:3:forces:R:3
C 0.7093 0.7687 -11.1309 -1.34 1.11 0.42
O 1.1349 1.3499 -9.8182 0.70 -1.73 -1.07
C 1.7320 0.3354 -9.0350 0.93 0.32 1.70
C 2.3036 0.9711 -7.7088 -0.61 1.30 -0.34
N 1.1902 1.7231 -6.9154 1.41 -1.14 0.15
H 0.6289 2.2481 -7.5707 -0.53 0.18 -0.43
H 0.6723 0.9373 -6.5487 -0.84 0.24 0.33
C 1.6455 2.6959 -5.8241 0.23 0.27 -1.77
C 0.4374 3.4661 -5.2831 -0.40 0.54 -0.25
O -0.2563 4.3167 -6.2377 0.83 -1.61 0.44
C 0.5267 5.4419 -6.5667 0.00 0.70 -0.63
H 0.6198 1.5306 -11.9051 0.73 0.47 0.41
H -0.3447 0.5205 -11.0060 0.11 -0.72 0.17
H 1.2886 -0.0502 -11.5577 0.30 0.01 0.71
H 2.5833 -0.2056 -9.4482 0.45 0.60 -0.71
H 1.1221 -0.5367 -8.7995 -1.02 0.25 0.17
H 3.0470 1.7443 -7.9026 -0.07 -0.02 -0.48
H 2.7859 0.3194 -6.9802 -0.31 -0.49 -0.31
H 2.3176 3.3207 -6.4124 -0.09 0.53 0.18
H 2.3287 2.2106 -5.1272 -0.66 -0.31 0.38
H 0.7564 4.0940 -4.4511 0.10 -0.18 0.18
H -0.2928 2.7560 -4.8949 -0.14 0.13 0.03
H 0.9551 5.8619 -5.6567 0.13 0.17 -0.27
H -0.0596 6.1931 -7.0959 -0.60 -0.08 0.53
H 1.2690 5.2498 -7.3415 0.61 -0.47 0.30
C -1.0607 0.4327 3.1491 1.00 -0.60 -0.35
O -0.5984 0.4088 1.8152 -0.41 0.06 -0.20
C 0.7215 0.8400 1.5681 0.07 0.37 0.93
C 1.3725 0.1020 0.4418 -0.49 0.06 -1.18
N 0.4112 0.0282 -0.7903 1.81 0.13 0.42
H -0.5111 -0.2502 -0.4870 -0.30 -0.11 0.31
H 0.3759 0.9412 -1.2206 -0.53 1.52 0.37
C 0.8478 -0.8070 -1.9432 0.54 -0.25 -0.52
C 2.3385 -0.6566 -2.2770 0.34 1.20 2.46
O 2.6900 0.7761 -2.2425 -0.90 -1.78 -0.63
C 4.0406 1.0289 -2.5751 0.41 0.57 -1.01
H -2.0584 -0.0059 3.1275 -0.19 0.56 0.12
H -0.9373 1.4041 3.6280 -0.63 0.41 -0.20
H -0.4634 -0.2239 3.7818 0.30 -0.39 0.02
H 1.3470 0.7697 2.4580 0.24 -0.70 0.16
H 0.8069 1.9092 1.3740 -0.75 0.36 -0.44
H 1.6953 -0.9142 0.6681 -0.19 0.15 0.00
H 2.1965 0.7558 0.1560 0.34 -0.58 -0.27
H 0.3185 -0.4548 -2.8286 -0.52 0.01 0.19
H 0.5552 -1.8238 -1.6815 0.35 -0.22 -0.29
H 2.6265 -1.2492 -3.1454 -0.07 0.51 -0.43
H 2.8837 -1.0639 -1.4255 0.30 -0.39 -0.01
H 4.2790 0.5820 -3.5403 0.06 -0.34 -0.19
H 4.8279 0.7538 -1.8732 -0.47 -0.30 0.56
H 4.1236 2.1010 -2.7535 -0.09 0.02 0.27
C -4.2086 2.2431 1.3324 -0.69 1.46 -0.08
C -4.8231 3.2879 2.3149 0.39 -2.00 -1.14
N -3.9095 3.3212 3.4457 1.08 2.35 1.52
C -3.7178 2.4481 4.4513 -0.66 -2.59 1.46
C -2.7930 2.8674 5.3891 -1.33 0.40 -1.53
N -2.4553 4.0996 4.9477 -1.45 1.09 -4.41
C -3.0946 4.3530 3.7117 0.68 -0.56 2.77
C -1.6264 5.0866 5.5638 0.67 -0.60 1.14
H -3.2914 2.6691 0.9257 -0.04 -0.23 -0.43
H -5.0072 2.1404 0.5977 0.52 -0.36 -0.49
H -3.9753 1.2813 1.7892 -0.26 0.12 0.24
H -5.8272 2.9151 2.5170 0.15 0.25 1.00
H -4.9449 4.2819 1.8846 0.38 -0.10 0.07
H -4.3345 1.5642 4.5194 0.15 -0.04 -0.16
H -2.4096 2.4451 6.3062 -0.21 0.00 -0.13
H -3.0309 5.2894 3.1774 0.04 -0.14 0.00
H -1.7218 6.0437 5.0511 0.10 -0.15 0.32
H -0.6150 4.6801 5.5681 0.20 0.55 -0.07
H -1.9660 5.0797 6.5995 0.18 0.82 0.05
C -7.2518 -2.4320 -5.0392 0.16 0.44 -0.86
C -6.1667 -1.3317 -5.0010 0.37 -0.55 -0.26
C -4.8142 -1.7736 -4.4100 -0.26 -1.45 0.59
C -5.0665 -2.2102 -2.9760 1.19 0.63 0.84
N -3.7913 -2.5364 -2.1432 1.75 2.16 -0.10
C -4.1352 -2.9516 -0.7385 -0.55 -1.64 0.54
C -4.4090 -1.7255 0.1708 0.32 -2.09 0.23
C -3.6641 -0.6239 -0.5001 -0.68 1.21 -2.01
C -2.9408 -1.2787 -1.7458 -0.78 0.54 0.93
C -2.8217 -3.4792 -2.8888 -0.73 -0.69 0.81
H -7.6063 -2.8251 -4.0864 0.27 0.07 0.05
H -6.9382 -3.2354 -5.7058 0.15 -0.28 0.30
H -8.1229 -2.0242 -5.5520 -0.10 0.12 0.17
H -6.5708 -0.4570 -4.4914 0.25 0.15 0.04
H -5.8988 -1.0559 -6.0209 -0.51 0.23 -0.10
H -4.0141 -1.0364 -4.4765 -0.27 0.38 0.12
H -4.4237 -2.6549 -4.9188 -0.21 0.03 -0.55
H -5.6759 -3.1014 -2.8262 -0.10 0.17 -0.42
H -5.5411 -1.3352 -2.5318 -0.06 -0.28 0.72
H -3.2969 -3.5301 -0.3501 0.32 0.24 -0.14
H -4.9715 -3.6506 -0.7397 -0.11 0.06 -0.32
H -3.9836 -1.9713 1.1438 0.19 -0.07 0.01
H -5.4782 -1.6433 0.3663 0.01 0.63 -0.45
H -3.0267 -0.0153 0.1414 0.43 -0.42 -0.17
H -4.4045 0.0825 -0.8756 0.06 0.23 -0.18
H -1.9878 -1.6187 -1.3404 0.03 -0.60 -0.46
H -2.7950 -0.6177 -2.6002 -0.13 -0.09 0.08
H -2.4641 -3.2059 -3.8816 -0.69 0.86 0.11
H -3.3558 -4.4227 -3.0012 0.16 -0.09 0.10
H -1.9178 -3.6057 -2.2929 -0.31 -0.10 0.41
C -4.3817 -6.5342 3.3999 -0.19 0.30 -0.21
C -5.0631 -5.1944 3.7046 0.48 -0.06 0.19
C -4.1272 -4.0583 4.1654 0.39 -0.33 -1.06
C -3.7179 -4.1828 5.5752 0.30 0.59 1.49
N -2.7190 -3.0938 6.0678 0.23 1.20 1.36
C -1.3973 -3.0285 5.3397 0.53 0.67 -1.22
C -0.3944 -2.3217 6.2481 -0.48 -0.30 1.30
C -0.8393 -2.7887 7.6745 0.51 -0.04 -0.32
C -2.2228 -3.4126 7.5166 -0.41 0.62 0.45
C -3.3562 -1.6337 6.0564 -0.81 -1.84 -0.92
H -3.8143 -6.4554 2.4725 -0.12 -0.06 -0.15
H -5.2007 -7.2423 3.2735 0.37 -0.33 -0.09
H -3.6651 -6.9171 4.1266 -0.28 0.11 0.37
H -5.8626 -5.3357 4.4319 -0.03 0.04 0.14
H -5.5549 -4.8847 2.7824 -0.03 0.15 0.04
H -4.6449 -3.1113 4.0124 0.18 0.14 -0.16
H -3.1870 -4.1168 3.6171 -0.18 0.33 -0.80
H -3.1858 -5.1036 5.8141 -0.23 -0.11 -0.14
H -4.6273 -4.0933 6.1695 0.33 -0.03 0.64
H -1.4781 -2.4638 4.4109 -0.47 -0.13 -0.11
H -1.0452 -4.0140 5.0348 -0.33 -0.25 0.41
H -0.4355 -1.2344 6.1832 -0.22 0.00 -0.20
H 0.6452 -2.5856 6.0535 -0.20 -0.20 -0.18
H -0.8264 -2.0113 8.4385 0.01 0.11 -0.26
H -0.1741 -3.5748 8.0318 0.09 0.14 -0.01
H -2.9238 -3.0032 8.2440 -0.24 0.02 -0.31
H -2.1281 -4.4707 7.7609 -0.51 -0.17 -0.91
H -4.3553 -1.6650 6.4909 0.33 -0.30 0.81
H -3.6434 -1.4543 5.0203 0.73 0.16 -0.21
H -2.7555 -0.8228 6.4684 0.29 -0.64 0.06
C 7.4393 -1.7138 -1.8262 -0.64 -0.44 0.79
C 6.1152 -2.4906 -1.6246 0.57 -1.07 -0.30
C 6.0333 -3.2345 -0.2765 -1.69 0.02 0.88
C 4.5479 -3.7531 -0.0623 0.60 0.36 0.91
N 4.2267 -4.3197 1.3275 1.42 0.88 1.46
C 3.8314 -3.1457 2.2550 -1.62 -0.50 0.25
C 2.9470 -3.7975 3.3235 0.13 -0.60 -0.53
C 2.2395 -4.9860 2.5957 0.35 -0.08 1.45
C 3.0085 -5.2150 1.3277 -0.44 0.06 -0.88
C 5.4116 -5.0871 1.9170 -0.79 -0.16 0.12
H 8.2335 -2.4457 -1.6793 0.32 0.32 -0.26
H 7.5245 -0.9500 -1.0532 0.03 -0.05 0.19
H 7.5433 -1.1713 -2.7658 -0.15 -0.47 -0.18
H 6.0481 -3.3579 -2.2813 0.11 0.35 -0.93
H 5.2439 -1.8715 -1.8385 -0.10 0.09 0.42
H 6.3541 -2.5673 0.5235 -0.38 0.12 0.28
H 6.6389 -4.1345 -0.1699 0.50 0.24 -0.68
H 4.2493 -4.5810 -0.7054 0.30 0.36 -0.53
H 3.8463 -2.9191 -0.0799 0.03 -0.10 -0.77
H 4.6588 -2.5594 2.6547 0.16 -0.23 -0.49
H 3.1260 -2.5162 1.7125 0.58 0.16 -0.50
H 3.6358 -4.1515 4.0905 -0.53 -0.13 0.42
H 2.1667 -3.1491 3.7221 0.50 0.34 0.12
H 2.2921 -5.8347 3.2775 0.16 -0.25 -0.19
H 1.1755 -4.8863 2.3810 0.16 0.62 -0.05
H 3.2173 -6.2794 1.2207 0.69 0.24 -0.33
H 2.4167 -4.8926 0.4710 -0.07 -0.01 -0.01
H 5.0475 -5.6379 2.7843 -0.19 -0.31 -0.30
H 6.2220 -4.4938 2.3405 -0.16 0.53 -0.71
H 5.7404 -5.7477 1.1147 0.18 -0.11 0.38
C 2.9689 5.7438 -3.6504 0.83 0.45 -0.07
C 3.0703 4.7594 -2.5027 -0.57 -0.44 0.95
C 2.8538 5.4185 -1.1002 -0.65 0.76 -0.52
C 3.1809 4.5679 0.0998 -0.10 -0.25 -0.10
N 2.8552 5.1591 1.4765 0.43 0.96 0.57
C 1.3048 5.3518 1.7685 1.50 -1.90 0.36
C 1.1091 5.1253 3.2943 1.25 0.06 -0.11
C 2.4849 4.5941 3.8415 0.84 0.50 -0.87
C 3.2966 4.1215 2.6057 -1.99 1.08 -0.55
C 3.6473 6.5325 1.6723 -0.86 -1.84 -0.13
H 1.9803 6.0708 -3.9727 -0.15 -0.10 0.69
H 3.4253 5.3389 -4.5536 0.19 -0.08 -0.01
H 3.5460 6.6232 -3.3645 -0.03 0.24 -0.36
H 4.0229 4.2298 -2.4893 0.27 0.28 -0.19
H 2.3217 3.9854 -2.6722 -0.18 -0.23 0.43
H 1.7980 5.6786 -1.0248 -0.21 0.14 -0.15
H 3.4079 6.3563 -1.0615 0.16 0.06 -0.14
H 4.2493 4.3524 0.1136 -0.05 -0.33 0.23
H 2.5849 3.6639 -0.0254 0.20 -0.31 0.46
H 0.9036 6.2713 1.3423 0.28 -0.22 0.00
H 0.8817 4.4383 1.3505 -0.19 0.48 -0.90
H 0.7816 6.0655 3.7382 0.14 -0.23 0.43
H 0.3846 4.3340 3.4868 -0.33 0.25 -0.31
H 3.0294 5.3976 4.3375 -0.08 -0.12 0.22
H 2.4627 3.7234 4.4968 -0.44 0.27 0.24
H 4.3721 3.9770 2.7081 -0.07 0.49 -0.17
H 2.8709 3.1651 2.3019 0.22 -0.02 -0.42
H 3.2919 7.3062 0.9918 -0.37 -0.27 0.16
H 4.6860 6.3269 1.4136 -0.04 -0.06 0.34
H 3.4941 6.7886 2.7207 0.27 0.22 -0.25
Br 4.9326 0.6805 1.3376 -0.55 -0.07 -0.11
Br -0.5595 3.3478 -1.5157 0.22 -0.50 0.26
Br -0.3822 -3.2742 0.6263 -0.18 0.36 -0.16
```
Positions in Å, forces in eV/Å.

Output
Kohn-Sham gap (eV): 6.416
E (eV): -288195.214
Net charge: +4
HOMO level (hartree): -0.5117